1.
21
Properties=species:S:1:pos:R:3:forces:R:3 method="wB97M-V/def2-TZVPD" lumo_energy_ev=0.478 smiles=CCCO.O.O.O homo_ev=-9.842 e_above_lowest_kj_mol=155.88 gap_ev=10.32 total_energy_ha=-423.60918
C -0.142074 1.302601 -1.354387 2.719 -0.966 -2.919
O 1.085253 1.421876 -0.566456 -1.174 -1.132 -0.584
C -1.226108 0.935085 -0.440339 -1.472 -2.863 0.481
C -2.671931 0.851764 -0.973525 -0.151 -0.703 -1.212
H -0.091822 2.304752 -1.808992 -1.262 -0.405 -0.158
H -0.036802 0.451238 -2.289330 -0.083 2.280 2.485
H 1.170568 0.480422 -0.356293 1.087 -0.204 0.280
H -1.011843 -0.114573 0.085710 0.053 2.423 -0.961
H -1.257615 1.755228 0.231569 0.052 0.351 1.469
H -2.838132 0.431805 -2.051092 0.566 0.155 2.082
H -3.303559 0.318720 -0.198326 0.473 0.752 -1.207
H -2.948023 1.885904 -1.096045 -0.815 0.370 0.158
H 1.863064 -3.196971 2.324251 0.087 -0.017 -0.292
H 1.926822 -1.733178 1.901513 0.109 0.157 0.043
O 2.202657 -2.622358 1.625442 -0.013 -0.253 0.627
H 0.694060 0.692490 1.649605 0.287 -0.097 -0.896
H 0.902483 0.087547 2.948932 0.256 -0.422 0.405
O 1.126245 -0.085724 2.029209 -0.520 0.670 0.755
H 1.574794 -1.948483 0.173506 0.115 -0.597 0.948
H 1.635542 -1.869210 -1.306753 -0.322 0.785 0.395
O 1.346421 -1.348936 -0.528200 0.009 -0.283 -1.897

2.
85
Properties=species:S:1:pos:R:3:forces:R:3 method="wB97M-V/def2-TZVPD" lumo_energy_ev=-2.872 homo_ev=-11.311 e_above_lowest_kj_mol=8.19 gap_ev=8.44 total_energy_ha=-4260.99813 total_charge=+1
Cu 0.541309 -0.232985 -0.262150 0.177 0.133 -0.036
C 2.807831 6.465236 -0.691611 0.343 -0.321 -0.187
C 1.764230 5.760594 -1.291887 0.269 0.677 0.507
C 1.691148 4.392018 -1.146824 -0.072 -0.315 -0.613
C 2.735068 3.711378 -0.535554 -0.642 0.676 0.066
C 3.765316 4.395215 0.084543 0.182 -0.466 -0.148
C 3.790114 5.776364 0.010290 0.246 -0.056 -0.182
N 2.728487 2.253942 -0.544835 0.156 -0.225 0.312
O 1.754456 1.673445 -1.022324 -0.300 0.064 -0.025
O 3.688070 1.689718 -0.085109 0.045 -0.139 -0.028
H 2.930728 7.530485 -0.833680 -0.236 0.033 0.050
H 1.028890 6.314232 -1.859337 -0.152 -0.172 0.032
H 0.864484 3.854692 -1.583790 0.087 -0.138 0.007
H 4.556733 3.827990 0.554755 0.010 0.107 0.040
H 4.661024 6.281575 0.406304 -0.186 0.174 0.148
C -4.393970 -0.990892 5.381555 -0.422 -0.318 -0.200
C -3.471399 -1.933416 4.937500 -0.025 0.135 0.447
C -2.645728 -1.637806 3.879110 0.290 -0.078 -0.606
C -2.796497 -0.420168 3.227995 -0.197 -0.270 0.184
C -3.770753 0.482755 3.594659 -0.242 0.246 -0.119
C -4.580334 0.189459 4.680483 0.261 0.170 0.129
N -1.945666 -0.115469 2.078672 0.147 -0.167 0.010
O -1.998663 0.993566 1.599627 -0.021 0.032 -0.062
O -1.212586 -1.008615 1.672023 -0.041 0.136 -0.228
H -5.040339 -1.237414 6.214013 0.057 0.092 0.055
H -3.390495 -2.890351 5.434137 0.036 0.013 0.031
H -1.923174 -2.349324 3.502376 0.020 0.022 0.087
H -3.938761 1.379958 3.017039 0.188 0.055 0.035
H -5.326262 0.913155 4.977653 -0.075 -0.101 0.062
C -4.344241 -4.855409 -0.645818 -0.107 -0.184 -0.337
C -4.194656 -3.500134 -0.372935 0.161 -0.405 0.422
C -2.967713 -2.892797 -0.575595 -0.008 0.401 -0.204
C -1.916296 -3.647267 -1.071301 -0.635 -0.102 0.309
C -2.054141 -5.000271 -1.323478 0.301 -0.102 -0.727
C -3.297120 -5.594291 -1.189237 0.109 0.301 0.427
N -0.649051 -2.987293 -1.342460 0.380 -0.393 0.069
O -0.675527 -1.773362 -1.523068 0.123 0.437 0.255
O 0.351145 -3.663389 -1.391408 -0.063 0.122 -0.013
H -5.289686 -5.349120 -0.458645 -0.045 0.107 -0.075
H -5.020579 -2.955347 0.062732 0.031 0.123 -0.083
H -2.813364 -1.841767 -0.370101 -0.023 -0.028 -0.045
H -1.216403 -5.557371 -1.722268 0.006 0.038 0.053
H -3.424035 -6.622494 -1.494065 -0.062 -0.066 0.175
C 2.292070 -2.260676 6.297776 -0.139 -0.585 -0.362
C 3.525379 -2.196462 5.658363 -0.151 0.383 0.331
C 3.620963 -1.630694 4.398942 -0.010 -0.534 -0.377
C 2.453040 -1.249970 3.757256 0.031 -0.074 0.248
C 1.209438 -1.384338 4.343423 -0.551 0.197 0.346
C 1.124512 -1.896496 5.627471 0.652 0.132 0.413
N 2.548564 -0.712829 2.401489 0.133 0.072 -0.369
O 3.628528 -0.407788 1.972104 -0.015 -0.016 0.048
O 1.495142 -0.613691 1.771566 -0.265 0.086 -0.061
H 2.233062 -2.713208 7.279550 -0.026 0.160 0.051
H 4.401484 -2.558551 6.178069 0.089 0.056 -0.116
H 4.552529 -1.607654 3.852067 0.057 0.202 0.111
H 0.302447 -1.046805 3.863335 0.161 -0.064 -0.311
H 0.183489 -1.982844 6.152852 -0.127 0.043 -0.207
C -4.334071 3.833510 -3.974703 -0.145 0.118 0.208
C -3.952287 4.573564 -2.860047 0.360 -0.020 -0.560
C -3.049324 4.040384 -1.954337 -0.022 0.558 0.200
C -2.573851 2.764131 -2.156468 -0.291 -0.302 -0.559
C -2.970446 2.004696 -3.252452 0.067 -0.387 0.469
C -3.886479 2.529153 -4.137516 0.116 0.290 -0.315
N -1.597335 2.203862 -1.229574 0.326 -0.020 0.176
O -1.094535 2.946585 -0.419297 0.024 -0.030 0.086
O -1.323849 1.013393 -1.336893 0.143 -0.101 0.005
H -4.957020 4.286577 -4.734998 -0.130 -0.051 0.096
H -4.246840 5.609998 -2.772482 -0.163 -0.056 0.130
H -2.687245 4.658408 -1.144857 0.002 -0.211 0.138
H -2.564193 1.012301 -3.386488 -0.016 0.000 0.032
H -4.197565 1.958861 -5.001669 0.026 -0.046 0.017
C 4.018353 -1.555850 -5.973092 -0.118 -0.063 0.053
C 2.791947 -1.346480 -5.362952 -0.224 0.033 0.329
C 2.688571 -1.280633 -3.976189 -0.177 -0.127 -0.563
C 3.843693 -1.382210 -3.234016 -0.129 -0.208 -0.025
C 5.071836 -1.637260 -3.817102 0.450 0.548 0.090
C 5.163346 -1.699500 -5.195111 -0.239 0.013 -0.258
N 3.752257 -1.220400 -1.778775 0.276 -0.089 0.221
O 2.639200 -1.227312 -1.278461 -0.126 -0.041 0.067
O 4.785338 -1.093310 -1.159968 -0.178 -0.075 -0.022
H 4.062780 -1.636794 -7.051195 0.125 0.112 0.005
H 1.882974 -1.212858 -5.935094 0.105 -0.143 -0.164
H 1.713946 -1.205464 -3.518331 0.091 0.237 0.206
H 5.965616 -1.686660 -3.211636 -0.093 -0.085 0.103
H 6.122961 -1.817705 -5.678588 0.031 -0.157 0.094

3.
14
Properties=species:S:1:pos:R:3:forces:R:3 method="wB97M-V/def2-TZVPD" lumo_energy_ev=0.870 smiles="CC(=O)ON(C)O" homo_ev=-9.944 e_above_lowest_kj_mol=535.49 gap_ev=10.81 total_energy_ha=-398.83370
C 1.157196 0.226886 2.016295 -1.084 1.407 3.062
C 0.983446 -1.917512 -1.675544 -2.237 -0.058 -0.611
C 0.690069 -0.838887 -0.603284 0.660 -0.991 -2.834
N 1.903439 0.512618 0.820515 -1.017 1.552 -0.049
O 1.742815 -0.770055 0.182439 0.502 0.498 -0.430
O 1.198572 1.605908 0.080702 1.016 -1.312 2.480
O -0.156128 0.012788 -0.736346 -1.307 -2.168 0.212
H 1.247556 1.051293 2.801504 0.234 -0.908 -1.240
H 1.453797 -0.715523 2.497715 0.397 0.403 -0.419
H 0.067173 0.126412 1.858836 0.297 0.027 -0.343
H 1.923115 -2.359938 -1.873801 1.316 -0.278 1.107
H 0.855728 -1.331458 -2.548487 -0.162 0.958 -1.118
H 0.231351 -2.690375 -1.905840 -0.049 0.273 0.979
H 0.238712 1.384369 0.284305 1.433 0.597 -0.794

4.
38
Properties=species:S:1:pos:R:3:forces:R:3 method="wB97M-V/def2-TZVPD" lumo_energy_ev="-0.118 / -0.442" spin_multiplicity=2 s2=0.7505 homo_ev="-4.212 / -7.791" gap_ev="4.09 / 7.35" total_energy_ha=-1329.14545
N 0.657210 -0.145816 -0.534890 1.578 -0.302 0.125
H 0.233145 0.323727 -1.322168 -0.518 -0.101 -0.595
H 1.119607 0.561593 0.018153 0.009 0.296 0.601
H 1.375837 -0.810476 -0.783693 0.355 -0.299 -0.800
H -0.010891 -0.660976 0.020392 -1.049 0.118 0.437
N -3.592079 -0.365250 -0.967283 -1.193 0.202 -1.182
H -4.162065 0.225987 -0.379352 -1.296 0.713 -0.052
H -4.032697 -1.228894 -1.250263 -0.187 -0.812 0.646
H -2.773407 -0.429063 -0.379224 1.873 -1.457 0.656
H -3.367502 0.084158 -1.843468 0.169 1.034 -0.507
N -2.295936 1.390763 1.874059 -0.185 1.005 2.081
H -2.599711 1.346315 2.836255 -0.160 -0.269 0.664
H -1.430774 1.911801 1.885262 0.419 0.378 -0.642
H -3.052918 1.846281 1.384584 -0.215 0.321 -0.981
H -2.118073 0.438718 1.587570 0.325 -1.450 -1.015
S -1.391760 -1.866618 1.527872 1.109 -4.581 5.256
O -1.634272 -0.817670 0.554332 -0.753 3.108 -2.701
O -1.207309 -3.154737 0.924366 -0.658 -0.913 -1.886
O -0.139202 -1.561043 2.219891 2.102 1.865 0.011
O -2.410077 -1.850744 2.563903 -1.648 0.778 -0.366
O 2.268627 -1.845693 -2.281326 -0.083 0.281 0.034
H 3.200336 -2.056188 -2.219264 0.345 0.019 0.052
H 1.839080 -2.692121 -2.404981 -0.230 -0.289 -0.018
O 3.065632 0.541435 0.648708 0.033 1.060 -0.566
H 3.725071 0.959424 1.202467 0.187 0.134 0.071
H 2.973284 -0.340360 1.009463 0.030 -1.197 0.582
O -0.872737 1.384648 -2.284474 0.878 -0.175 0.083
H -1.192297 2.180020 -1.858444 -0.432 0.521 0.279
H -1.598518 1.102366 -2.841067 -0.532 -0.146 -0.490
O 3.849836 1.379875 -2.010773 0.114 0.248 -0.327
H 3.330339 1.103518 -2.765746 -0.067 -0.039 -0.297
H 3.404694 0.991035 -1.257865 -0.006 -0.240 0.659
O 2.499319 -1.759381 1.907803 1.422 0.141 -0.333
H 2.557911 -2.690368 2.122435 0.022 -0.142 -0.022
H 1.562046 -1.566415 1.930424 -1.721 -0.092 0.411
O 0.449398 2.452948 0.497600 -0.396 -0.059 0.294
H 1.113812 2.859005 1.054288 0.318 0.099 0.231
H 0.657043 2.758196 -0.385544 0.042 0.242 -0.392

5.
22
Properties=species:S:1:pos:R:3:forces:R:3 method="wB97M-V/def2-TZVPD" lumo_energy_ev=0.503 smiles="NCCCC[Si@H](Cl)[PH2]=O" homo_ev=-9.426 gap_ev=9.93 total_energy_ha=-1381.28680
N -1.913315 -2.329984 1.771532 -0.028 -0.048 0.014
C -2.302283 -1.412518 0.702967 0.026 0.005 0.017
C -1.243769 -1.167300 -0.372452 -0.011 -0.116 -0.048
C -0.098768 -0.279935 0.102114 -0.029 -0.015 0.043
C 0.995753 -0.115501 -0.956550 -0.057 0.041 -0.019
Si 2.342143 1.068426 -0.458900 0.023 0.030 -0.098
Cl 2.967636 0.725549 1.453437 0.034 -0.036 0.159
P 1.483659 3.189202 -0.462538 0.046 -0.037 0.083
O 1.863041 4.052443 0.684047 -0.008 0.036 -0.022
H -2.044176 -3.294065 1.492211 0.074 0.060 -0.032
H -0.941775 -2.217904 2.036355 -0.074 0.041 0.024
H -3.207244 -1.809072 0.239982 0.003 -0.005 0.023
H -2.585875 -0.454237 1.150800 0.021 0.001 -0.010
H -1.711143 -0.713753 -1.252674 0.004 0.038 0.018
H -0.840777 -2.134462 -0.695016 -0.025 0.021 -0.031
H 0.341625 -0.690465 1.015238 0.020 -0.002 -0.020
H -0.504672 0.698052 0.383195 0.007 0.007 0.004
H 1.427118 -1.087062 -1.214314 0.026 0.020 0.005
H 0.556518 0.282240 -1.880717 0.010 -0.051 -0.035
H 3.525425 1.020831 -1.339912 -0.050 0.024 -0.037
H 0.095592 2.979555 -0.650145 -0.031 0.001 0.004
H 1.795286 3.689960 -1.748659 0.017 -0.014 -0.041